Entry 1:
This record from the OMol25 dataset describes a single C4H6N2O molecule. The level of theory is ωB97M-V/def2-TZVPD.

Each atom is followed by the atoms it is bonded to, with distances in Å.
Element x y z (Å)
1 C 0.19308 -2.25222 1.64538  N7 1.464, H8 1.096, H9 1.091, H10 1.096
2 C -0.40591 -0.73526 -0.04315  C3 1.317, N7 1.222
3 C -1.01684 0.35257 -0.46396  C2 1.317, N4 1.415, H11 1.084
4 N -0.36540 1.55136 -0.83737  C3 1.415, C5 1.335, H12 1.018
5 C 0.79387 1.57163 -1.49984  N4 1.335, O6 1.351
6 O 1.09791 2.87567 -1.67954  C5 1.351, H13 0.963
7 N 0.07822 -1.81774 0.25241  C1 1.464, C2 1.222
8 H 0.71993 -1.51644 2.26374  C1 1.096
9 H 0.73096 -3.20133 1.67307  C1 1.091
10 H -0.80516 -2.41141 2.06912  C1 1.096
11 H -2.09066 0.30755 -0.60311  C3 1.084
12 H -0.83063 2.42280 -0.59315  N4 1.018
13 H 1.91696 2.88898 -2.18640  O6 0.963

The value obtained for the frontier orbital gap is 9.37 eV. As for the molar mass: 98.1 g mol⁻¹. As for the energy relative to the best compared isomer or geometry (same formula, charge and spin): 3.736 eV. The HOMO energy is -8.4 eV. As for the spin multiplicity: 1.

Atomic partial charges in e from the Mulliken method, atoms 1 to 8: atom 1 (C): -0.67, atom 2 (C): 0.61, atom 3 (C): -0.55, atom 4 (N): 0.08, atom 5 (C): -0.54, atom 6 (O): -0.39, atom 7 (N): -0.37, atom 8 (H): 0.28

---

Entry 2:
This record from the OMol25 dataset describes a single C4H6N2O2 molecule. The level of theory is ωB97M-V/def2-TZVPD.

Each atom is followed by the atoms it is bonded to, with distances in Å.
Element x y z (Å)
1 C -1.90698 -1.23008 -0.06487  C2 1.546, H9 1.177, H10 1.215, H11 1.119
2 C -0.71013 -0.25235 -0.11306  C1 1.546, N3 1.386, C7 1.405
3 N 0.45350 -0.98135 0.07854  C2 1.386, C4 1.339
4 C 1.41673 -0.05348 0.01584  N3 1.339, N5 1.372, O6 1.416
5 N 2.78311 0.06423 0.06541  C4 1.372, H12 1.033, H13 1.114
6 O 0.81914 1.20817 -0.22115  C4 1.416, C7 1.282
7 C -0.45063 1.12775 -0.06761  C2 1.405, O6 1.282, O8 1.396
8 O -1.09947 2.36315 -0.01313  C7 1.396, H14 1.089
9 H -1.57696 -1.98140 -0.90816  C1 1.177
10 H -1.80313 -1.79324 1.00721  C1 1.215
11 H -2.92032 -0.87710 -0.38211  C1 1.119
12 H 3.22087 -0.86681 0.16039  N5 1.033
13 H 3.08993 0.89470 -0.61116  N5 1.114
14 H -1.31567 2.37782 1.05385  O8 1.089

The value obtained for the frontier orbital gap is 8.21 eV. As for the molar mass: 114.1 g mol⁻¹. As for the SMILES: Cc1nc(N)oc1O. As for the energy relative to the best compared isomer or geometry (same formula, charge and spin): 3.153 eV. The HOMO energy is -7.6 eV. As for the spin multiplicity: 1.

Atomic partial charges in e from the Mulliken method, atoms 1 to 8: atom 1 (C): -0.87, atom 2 (C): 0.53, atom 3 (N): -0.62, atom 4 (C): 0.50, atom 5 (N): -0.47, atom 6 (O): -0.29, atom 7 (C): 0.06, atom 8 (O): -0.55

---

Entry 3:
This record from the OMol25 dataset describes a single C4H6N2O2 molecule. The level of theory is ωB97M-V/def2-TZVPD.

Each atom is followed by the atoms it is bonded to, with distances in Å.
Element x y z (Å)
1 C 1.12599 -0.61737 0.57650  C2 1.398, C3 1.897, O5 1.374, H10 1.094
2 C 0.06366 -0.10796 1.32991  C1 1.398, N6 1.196
3 C 0.29137 -0.29137 -1.09507  C1 1.897, C4 1.618, O8 1.251, H13 1.104
4 C -0.85101 0.76582 -0.65447  C3 1.618, N7 1.269, H14 1.091
5 O 2.25396 0.16420 0.50401  C1 1.374, H9 0.992
6 N -0.79019 0.05520 2.15112  C2 1.196, H11 1.019
7 N -2.09688 0.55055 -0.54157  C4 1.269, H12 1.024
8 O 1.18457 0.21196 -1.81165  C3 1.251
9 H 2.30127 0.45657 -0.44277  O5 0.992
10 H 1.30553 -1.68956 0.69928  C1 1.094
11 H -1.73439 0.37739 1.94420  N6 1.019
12 H -2.34445 -0.43291 -0.68366  N7 1.024
13 H -0.21243 -1.23949 -1.35094  C3 1.104
14 H -0.49699 1.79696 -0.62488  C4 1.091

The value obtained for the frontier orbital gap is 8.28 eV. As for the molar mass: 114.1 g mol⁻¹. As for the energy relative to the best compared isomer or geometry (same formula, charge and spin): 4.985 eV. The HOMO energy is -9.0 eV. As for the spin multiplicity: 1.

Atomic partial charges in e from the Mulliken method, atoms 1 to 8: atom 1 (C): -0.22, atom 2 (C): 0.47, atom 3 (C): 0.26, atom 4 (C): -0.24, atom 5 (O): -0.52, atom 6 (N): -0.37, atom 7 (N): -0.71, atom 8 (O): -0.74

---

Entry 4:
This record from the OMol25 dataset describes a single C4H6N2O2 molecule. The level of theory is ωB97M-V/def2-TZVPD.

Each atom is followed by the atoms it is bonded to, with distances in Å.
Element x y z (Å)
1 C -0.70903 -0.47530 0.05517  C2 1.506, C3 1.502, N6 1.304
2 C 0.74936 -0.73308 -0.21774  C1 1.506, C4 1.517, H10 1.096, H11 1.094
3 C -1.52651 0.37916 -0.87099  C1 1.502, H12 1.089, H13 1.096, H14 1.095
4 C 1.49483 0.56214 0.04402  C2 1.517, O5 1.336, O8 1.200
5 O 2.03772 0.57041 1.26431  C4 1.336, H9 0.964
6 N -1.20707 -0.88204 1.18992  C1 1.304, N7 1.137
7 N -1.67219 -1.63637 1.90158  N6 1.137
8 O 1.53433 1.50189 -0.70059  C4 1.200
9 H 2.43844 1.42690 1.45175  O5 0.964
10 H 0.89922 -1.02327 -1.26368  C2 1.096
11 H 1.12998 -1.51029 0.45231  C2 1.094
12 H -1.36015 0.09231 -1.90868  C3 1.089
13 H -1.21800 1.42572 -0.76955  C3 1.096
14 H -2.59094 0.30182 -0.62785  C3 1.095

The value obtained for the frontier orbital gap is 8.60 eV. As for the molar mass: 114.1 g mol⁻¹. As for the energy relative to the best compared isomer or geometry (same formula, charge and spin): 2.238 eV. The HOMO energy is -7.9 eV. As for the spin multiplicity: 1.

Atomic partial charges in e from the Mulliken method, atoms 1 to 8: atom 1 (C): 0.56, atom 2 (C): -0.58, atom 3 (C): -1.17, atom 4 (C): 0.53, atom 5 (O): -0.45, atom 6 (N): 0.47, atom 7 (N): -0.72, atom 8 (O): -0.56

---

- energy relative to the best compared isomer or geometry (same formula, charge and spin) of number 2 (C4H6N2O2)?
  3.153 eV

---

Repeat the third record exactly.
This record from the OMol25 dataset describes a single C4H6N2O2 molecule. The level of theory is ωB97M-V/def2-TZVPD.

Each atom is followed by the atoms it is bonded to, with distances in Å.
Element x y z (Å)
1 C 1.12599 -0.61737 0.57650  C2 1.398, C3 1.897, O5 1.374, H10 1.094
2 C 0.06366 -0.10796 1.32991  C1 1.398, N6 1.196
3 C 0.29137 -0.29137 -1.09507  C1 1.897, C4 1.618, O8 1.251, H13 1.104
4 C -0.85101 0.76582 -0.65447  C3 1.618, N7 1.269, H14 1.091
5 O 2.25396 0.16420 0.50401  C1 1.374, H9 0.992
6 N -0.79019 0.05520 2.15112  C2 1.196, H11 1.019
7 N -2.09688 0.55055 -0.54157  C4 1.269, H12 1.024
8 O 1.18457 0.21196 -1.81165  C3 1.251
9 H 2.30127 0.45657 -0.44277  O5 0.992
10 H 1.30553 -1.68956 0.69928  C1 1.094
11 H -1.73439 0.37739 1.94420  N6 1.019
12 H -2.34445 -0.43291 -0.68366  N7 1.024
13 H -0.21243 -1.23949 -1.35094  C3 1.104
14 H -0.49699 1.79696 -0.62488  C4 1.091

The value obtained for the frontier orbital gap is 8.28 eV. As for the molar mass: 114.1 g mol⁻¹. As for the energy relative to the best compared isomer or geometry (same formula, charge and spin): 4.985 eV. The HOMO energy is -9.0 eV. As for the spin multiplicity: 1.

Atomic partial charges in e from the Mulliken method, atoms 1 to 8: atom 1 (C): -0.22, atom 2 (C): 0.47, atom 3 (C): 0.26, atom 4 (C): -0.24, atom 5 (O): -0.52, atom 6 (N): -0.37, atom 7 (N): -0.71, atom 8 (O): -0.74